Entry 1:
Formula: C16H15ClDyS
Source: OMol25
Level of theory: ωB97M-V with the def2-TZVPD basis set

Geometry as XYZ:
```
34
Properties=species:S:1:pos:R:3
C 1.96820 -0.42371 -1.82367
C 2.47837 0.91993 -1.74005
C 1.53121 1.78963 -2.37167
H 3.40497 1.22171 -1.24852
C 0.42170 1.00594 -2.82207
C 0.69145 -0.37228 -2.48725
H 0.02417 -1.21864 -2.65353
H 2.42152 -1.31309 -1.38545
H 1.63243 2.87014 -2.48218
H -0.49406 1.38440 -3.28117
Dy 0.36608 0.63493 -0.27222
Cl 1.58530 -0.76936 1.40770
C -0.47645 2.08452 1.63601
C -1.17761 2.61100 0.48929
C -0.23355 3.33478 -0.30711
H -2.22491 2.44545 0.24453
C 1.05345 3.24710 0.33112
C 0.90769 2.47319 1.52395
H 1.71810 2.16903 2.18101
H -0.88548 1.37942 2.36516
H -0.45535 3.85283 -1.23952
H 1.98555 3.68372 -0.02999
S -2.06783 -0.44720 -0.71749
C -1.60431 -1.72311 0.35033
C -1.85534 -1.58795 1.74470
C -1.57745 -2.67367 2.58523
C -1.06540 -3.86245 2.04984
C -0.81582 -3.99560 0.67797
C -1.07794 -2.92956 -0.19073
H -2.23697 -0.64577 2.11060
H -1.76148 -2.56433 3.62842
H -0.86162 -4.70276 2.71490
H -0.42660 -4.89846 0.26633
H -0.89202 -2.97976 -1.25444
```

Values from the calculation:
E_HOMO (spin up / spin down)	-4.328 / -4.408	eV
⟨S²⟩	9.3391
spin multiplicity	6
net charge	-1
HOMO-LUMO gap (spin up / spin down)	7.254 / 7.330	eV

These are the Löwdin partial charges, in e, on atoms 1 to 4: -0.2807, -0.2141, -0.2197, 0.1009


Entry 2:
Formula: C16H15F2NO2
Source: OMol25
Level of theory: ωB97M-V with the def2-TZVPD basis set

Geometry as XYZ:
```
36
Properties=species:S:1:pos:R:3
C 0.25532 -0.16068 -2.70776
C 0.57759 0.97405 -1.84136
C -0.28308 2.15985 -1.77672
N 1.89631 1.06440 -1.44967
O 2.29335 2.12053 -0.88617
O 2.65813 0.07543 -1.64653
H -0.79504 -0.44741 -2.59353
H 0.38884 0.06902 -3.78415
H 0.90234 -1.00198 -2.43266
H -1.27296 1.83500 -1.42457
H 0.17942 2.85644 -1.06711
H -0.46001 2.64930 -2.75387
F -4.20348 -0.91955 -0.75652
C -3.39984 -0.15179 0.06250
C -4.01080 0.72533 0.95595
C -3.20682 1.41983 1.86756
C -1.83572 1.24770 1.84060
C -1.20901 0.43104 0.86055
C 0.22684 0.44464 0.75852
C 1.05026 -0.67331 1.04578
C 2.26997 -0.43072 1.73974
C 3.22424 -1.42388 1.87202
C 3.04036 -2.66526 1.23033
C 1.82709 -2.89713 0.57094
F 1.73475 -3.98388 -0.27563
C 0.76414 -1.99725 0.59936
C -2.01982 -0.28773 -0.05243
H -5.08651 0.83960 0.95565
H -3.63834 2.12257 2.58125
H -1.17467 1.76632 2.54187
H 0.70576 1.42369 0.84514
H 2.42033 0.58479 2.12445
H 4.12910 -1.21893 2.44591
H 3.82579 -3.41906 1.22172
H -0.20798 -2.23840 0.17116
H -1.56585 -0.89256 -0.84230
```

Values from the calculation:
E_HOMO	-7.835	eV
HOMO-LUMO gap	5.898	eV
relative energy (zero: lowest compared OMol25 entry of this formula, charge and spin)	140.1	kcal/mol

These are the Löwdin partial charges, in e, on atoms 1 to 4: -0.0352, -0.2937, -0.0362, -0.3815


Entry 3:
Formula: C16H15FN2O3
Source: OMol25
Level of theory: ωB97M-V with the def2-TZVPD basis set

Geometry as XYZ:
```
37
Properties=species:S:1:pos:R:3
O -0.97987 0.74128 2.92205
C -0.67975 -0.02953 2.07005
N -0.87955 0.04683 0.64868
C -1.18983 1.39808 0.43050
C -0.05289 2.30378 0.30826
C 1.26034 1.68401 -0.14746
O 1.04331 1.00247 -1.58157
C 0.52104 1.90441 -2.33714
C 0.57790 1.91976 -3.54880
C -0.11745 2.58920 -4.68783
C -0.67110 3.76408 -4.12746
C -1.04629 3.91922 -2.74638
C -0.42900 3.23278 -1.77251
O -0.61096 3.37239 -0.48497
N 0.13140 -1.41965 2.44630
C 0.05431 -2.50480 1.81172
C -0.79020 -2.88320 0.97132
C -0.45846 -4.26659 0.06021
C 0.41659 -5.08911 0.69197
C 1.24135 -4.59364 1.69237
C 1.14243 -3.46191 2.20042
F 1.96972 -3.01631 3.38548
H -0.37257 -0.56064 0.17897
H -2.19287 1.61838 0.99498
H -1.82810 1.07354 -0.59498
H -0.22877 2.61575 1.28957
H 1.90225 2.58689 -0.16505
H 1.47149 0.84641 0.39865
H 0.94170 0.73734 -4.03068
H 0.08944 2.41254 -5.61958
H -1.35216 4.34202 -4.89610
H -1.40624 4.86416 -2.57425
H 0.37514 -1.29538 3.50687
H -1.60578 -2.48551 0.33232
H -1.16540 -4.51399 -0.52914
H 0.70970 -5.90993 0.25465
H 2.11361 -5.24701 1.99662
```

Values from the calculation:
E_HOMO	-8.104	eV
SMILES	O=C(NC[C@H]1COc2ccccc2O1)Nc1ccccc1F
HOMO-LUMO gap	8.637	eV
relative energy (zero: lowest compared OMol25 entry of this formula, charge and spin)	316.6	kcal/mol

These are the Löwdin partial charges, in e, on atoms 1 to 4: 0.1196, -0.3406, 0.0653, -0.2090


Entry 4:
Formula: C16H15HgI2NO4
Source: OMol25
Level of theory: ωB97M-V with the def2-TZVPD basis set

Geometry as XYZ:
```
39
Properties=species:S:1:pos:R:3
C 3.49541 1.09982 2.70832
C 2.18888 1.01351 1.74819
I 1.92308 2.65856 0.36467
C 1.25287 -0.06488 1.78597
I 1.71823 -1.69469 3.22236
C -0.05848 -0.20509 0.92366
C -1.42111 0.45136 1.40302
C -1.54249 1.27421 2.78714
C -1.41165 2.83531 2.40786
O -2.01342 3.77048 2.97813
C -2.75375 0.32170 0.58906
C -2.80520 -0.48182 -0.74143
C -1.44966 -1.11815 -1.16784
C -0.09100 -1.01628 -0.44165
C 1.18926 -1.71705 -1.08903
C 1.90266 -0.58028 -2.02174
C 1.38160 -0.58086 -3.54308
O 0.41942 0.51213 -3.66995
C -1.89097 -1.85785 -2.50762
O -1.27284 -2.60139 -3.29912
N -3.32385 -1.60935 -2.82228
C -3.99055 -0.79447 -1.76423
O -5.19490 -0.48941 -1.76407
H 3.11815 1.13339 3.80856
H 4.20289 0.21075 2.54229
H 4.04697 2.10539 2.56096
H -0.73324 0.92500 3.53037
H -2.56156 1.09238 3.27969
H -0.74451 3.09976 1.50453
H -3.70610 0.79650 0.99477
H 0.93483 -2.66463 -1.67450
H 1.94219 -1.92749 -0.23984
H 1.58419 0.43290 -1.55866
H 3.03414 -0.66098 -1.89308
H 2.21105 -0.37045 -4.31778
H 0.94245 -1.60392 -3.79002
H 0.90755 1.36031 -3.52047
H -3.76819 -2.53548 -2.61795
Hg 2.33767 -0.51896 5.30479
```

Values from the calculation:
E_HOMO	-14.700	eV
net charge	+2
HOMO-LUMO gap	2.943	eV

These are the Löwdin partial charges, in e, on atoms 1 to 4: -0.1833, -0.6671, 1.0863, -0.5731


Entry 5:
Formula: C16H15HoN4O3
Source: OMol25
Level of theory: ωB97M-V with the def2-TZVPD basis set

Geometry as XYZ:
```
39
Properties=species:S:1:pos:R:3
Ho 1.39464 0.21323 -0.38331
N 1.39581 2.78450 -0.17436
C 0.98473 2.72389 1.26881
C 1.97043 1.75916 1.92775
O 2.99143 2.22591 2.40958
N 1.64787 0.44220 1.76208
C 2.79775 -0.45915 1.96770
C 3.62478 -0.64149 0.66906
O 4.35884 -1.58396 0.53393
O 3.40819 0.30352 -0.26263
H 2.40355 2.93735 -0.17782
H 0.99360 3.59749 -0.62314
H -0.04126 2.36421 1.33031
H 1.06607 3.69041 1.75524
H 2.48170 -1.43982 2.30394
H 3.48227 -0.02801 2.69838
C -4.13889 2.74123 -1.21253
C -2.80672 3.06843 -1.42337
C -1.82379 2.10354 -1.26395
C -2.16081 0.80694 -0.89804
C -3.49681 0.47126 -0.69443
C -4.47490 1.44136 -0.84999
N -1.09316 -0.12993 -0.73380
N -1.43321 -1.34121 -0.66277
C -0.48728 -2.36812 -0.55579
C -1.03783 -3.64381 -0.37086
C -0.19811 -4.72808 -0.23466
C 1.17756 -4.52503 -0.29341
C 1.69860 -3.24864 -0.48789
C 0.90050 -2.11520 -0.64508
H -4.90936 3.49298 -1.32697
H -2.53288 4.07520 -1.71608
H -0.78656 2.34750 -1.44894
H -3.75199 -0.53845 -0.40050
H -5.51282 1.17900 -0.68296
H -2.11537 -3.75310 -0.33328
H -0.60343 -5.72044 -0.08513
H 1.85072 -5.36719 -0.17639
H 2.77613 -3.13768 -0.50871
```

Values from the calculation:
E_HOMO (spin up / spin down)	-8.908 / -8.909	eV
⟨S²⟩	6.0040
spin multiplicity	5
HOMO-LUMO gap (spin up / spin down)	7.697 / 7.710	eV

These are the Löwdin partial charges, in e, on atoms 1 to 4: 1.6062, -0.0503, -0.1676, -0.5974


Entry 6:
Formula: C16H15MoN2O3S
Source: OMol25
Level of theory: ωB97M-V with the def2-TZVPD basis set

Geometry as XYZ:
```
38
Properties=species:S:1:pos:R:3
Mo -0.52022 -0.32192 -0.66148
C 3.87933 0.83658 -2.03451
C 3.43278 -0.34733 -1.20232
C 4.24092 -0.49490 0.08158
O 3.53149 -1.50595 -2.02152
C 1.96242 -0.23324 -0.83935
O 1.23146 0.76739 -1.12609
O 1.34966 -1.20215 -0.27520
H 4.93066 0.70735 -2.28455
H 3.75541 1.76770 -1.48364
H 3.30576 0.89917 -2.95755
H 5.28713 -0.64256 -0.18338
H 3.89484 -1.34812 0.66684
H 4.16361 0.40078 0.69885
H 3.53016 -2.29006 -1.46028
C -2.57780 -3.84331 -2.14596
C -3.22142 -4.32535 -1.01014
C -3.08871 -3.66776 0.19893
C -2.30558 -2.52584 0.27002
N -1.68754 -2.06419 -0.84686
C -1.81970 -2.70500 -2.02301
C -2.04930 -1.70947 1.46143
C -2.58430 -1.97217 2.71591
C -2.27697 -1.13285 3.77698
C -1.44280 -0.04016 3.58615
C -0.90733 0.22841 2.33108
C -1.20807 -0.60422 1.26284
H -2.66387 -4.33675 -3.10215
H -3.82906 -5.21849 -1.07222
H -3.58552 -4.03501 1.08426
H -1.29730 -2.27556 -2.86992
H -3.23811 -2.81906 2.87852
H -2.69125 -1.33152 4.75569
H -1.20882 0.60990 4.41879
H -0.26119 1.08853 2.19873
S -2.66237 3.72699 -1.13370
C -2.02220 2.31917 -1.11042
N -1.53433 1.21092 -1.09060
```

Values from the calculation:
E_HOMO (spin up / spin down)	-11.535 / -12.310	eV
⟨S²⟩	2.0286
spin multiplicity	3
net charge	+1
HOMO-LUMO gap (spin up / spin down)	6.159 / 7.472	eV
relative energy (zero: lowest compared OMol25 entry of this formula, charge and spin)	16.2	kcal/mol

These are the Löwdin partial charges, in e, on atoms 1 to 4: 1.7223, -0.0012, -0.5540, 0.0066